one:
Entry from the OMol25 dataset: a structure of composition C12H27F6InN9P (ωB97M-V/def2-TZVPD).

The geometry in XYZ format:
```
56
C12H27F6InN9P ωB97M-V/def2-TZVPD
In -1.494 0.280 -0.584
N -2.077 -0.349 1.567
C -2.706 0.798 2.271
C -1.886 2.061 2.014
N -1.647 2.288 0.571
C -2.619 3.170 -0.114
C -3.884 2.407 -0.481
N -3.512 1.215 -1.289
H -2.671 -1.171 1.642
H -1.186 -0.571 2.026
H -2.737 0.631 3.346
H -3.733 0.902 1.927
H -0.920 1.954 2.506
H -2.401 2.910 2.464
H -0.724 2.696 0.444
H -2.145 3.540 -1.024
H -2.882 4.023 0.509
H -4.540 3.068 -1.043
H -4.423 2.085 0.406
H -3.306 1.519 -2.237
H -4.292 0.566 -1.352
N -1.909 -3.890 -2.188
C -2.466 -3.259 -3.218
C -2.556 -1.869 -2.820
N -2.061 -1.735 -1.583
C -1.659 -2.965 -1.211
H -1.707 -4.890 -2.142
H -2.764 -3.755 -4.138
H -2.917 -1.033 -3.406
H -1.190 -3.206 -0.264
F 0.079 1.680 -1.543
P 0.249 1.154 -3.213
F 1.793 1.089 -2.993
F -1.429 1.062 -3.170
F 0.259 0.525 -4.631
F 0.196 2.631 -3.660
F 0.123 -0.403 -2.532
C 5.477 0.405 1.756
C 5.007 -1.044 1.858
C 4.697 -1.488 3.290
C 4.007 -1.427 0.755
N 2.592 -0.942 0.830
C 1.809 -0.665 -0.214
N 0.606 -0.380 0.250
N 0.682 -0.500 1.599
N 1.863 -0.840 1.946
H 6.393 0.543 2.326
H 4.756 1.106 2.193
H 5.668 0.706 0.725
H 5.876 -1.645 1.578
H 3.767 -1.083 3.662
H 5.477 -1.143 3.966
H 4.607 -2.573 3.368
H 3.956 -2.513 0.688
H 4.373 -1.041 -0.194
H 2.128 -0.636 -1.243
```

As for the net charge: +3. As for the HOMO-LUMO gap (alpha / beta): 7.691 / 3.576 eV. The highest occupied orbital energy (alpha / beta) comes out at -0.663 / -0.663 Eh. Its lowest unoccupied orbital energy (alpha / beta) is -10.344 / -14.459 eV. The spin multiplicity is 2. Its expectation value of S² is 0.76.

These are the Löwdin partial charges, in e, on atoms 1 to 4: number 1, In, carries 0.98; number 2, N, carries -0.01; number 3, C, carries -0.17; number 4, C, carries -0.14


two:
Entry from the OMol25 dataset: a structure of composition C12H27F6InN9P (ωB97M-V/def2-TZVPD).

The geometry in XYZ format:
```
56
C12H27F6InN9P ωB97M-V/def2-TZVPD
In -0.137 -0.364 -0.139
N -0.902 -1.013 1.911
C -1.346 0.196 2.668
C -0.348 1.332 2.470
N -0.043 1.577 1.033
C -0.904 2.575 0.348
C -2.243 1.970 -0.038
N -2.026 0.720 -0.834
H -1.621 -1.730 1.971
H -0.067 -1.386 2.376
H -1.419 -0.035 3.731
H -2.345 0.458 2.330
H 0.591 1.082 2.965
H -0.731 2.241 2.937
H 0.919 1.898 0.954
H -0.368 2.907 -0.544
H -1.062 3.448 0.982
H -2.821 2.685 -0.621
H -2.836 1.718 0.836
H -1.825 0.992 -1.796
H -2.892 0.188 -0.865
N -0.894 -4.509 -1.999
C -1.287 -3.787 -3.039
C -1.274 -2.414 -2.568
N -0.889 -2.393 -1.286
C -0.650 -3.666 -0.948
H -0.789 -5.523 -1.977
H -1.544 -4.192 -4.010
H -1.486 -1.532 -3.155
H -0.299 -4.019 0.012
F 1.370 0.848 -1.296
P 1.432 0.261 -2.934
F 2.991 0.280 -2.843
F -0.243 0.141 -2.737
F 1.342 -0.441 -4.321
F 1.282 1.716 -3.440
F 1.438 -1.242 -2.159
C 5.994 0.208 2.220
C 6.145 -1.310 2.197
C 5.944 -1.932 3.578
C 5.313 -1.934 1.076
N 3.842 -1.652 1.139
C 3.046 -1.327 0.131
N 1.823 -1.172 0.621
N 1.912 -1.426 1.952
N 3.111 -1.712 2.259
H 6.765 0.648 2.849
H 5.027 0.503 2.637
H 6.094 0.646 1.224
H 7.161 -1.564 1.879
H 4.939 -1.792 3.963
H 6.633 -1.454 4.275
H 6.178 -2.997 3.574
H 5.425 -3.016 1.017
H 5.605 -1.494 0.122
H 3.367 -1.162 -0.885
```

As for the net charge: +3. As for the HOMO-LUMO gap (alpha / beta): 8.547 / 4.411 eV. The highest occupied orbital energy (alpha / beta) comes out at -0.678 / -0.678 Eh. Its lowest unoccupied orbital energy (alpha / beta) is -9.894 / -14.030 eV. The spin multiplicity is 2. Its expectation value of S² is 0.76.

These are the Löwdin partial charges, in e, on atoms 1 to 4: number 1, In, carries 0.95; number 2, N, carries -0.01; number 3, C, carries -0.17; number 4, C, carries -0.14


Most stable of them? two.